ORCA calculation (ωB97M-V/def2-TZVPD) on the molecule C5H7NO.

```
14
Properties=species:S:1:pos:R:3:forces:R:3:nbo_charge:R:1
H -0.09012 1.59205 -2.62195 -0.087 0.022 0.028 0.3470
N -0.37763 1.77833 -1.66050 -0.049 -0.375 0.124 -0.6778
C -0.27722 0.72737 -0.96984 -0.089 0.416 -0.060 0.5578
O 0.20331 -0.46617 -1.44424 -0.026 0.138 0.009 -0.5047
C 0.00362 -1.45368 -0.43537 0.044 -0.236 0.151 -0.0586
C 0.04872 -0.71571 0.88458 -0.265 -0.122 0.070 -0.2535
C 0.78222 0.56158 1.22388 0.175 -0.022 0.050 -0.3893
C -0.53435 0.61376 0.50605 -0.249 0.148 -0.051 -0.3190
H 0.67309 -2.29330 -0.62155 0.194 0.228 0.089 0.1982
H -1.03927 -1.80736 -0.50029 0.320 -0.224 -0.129 0.1737
H -0.32844 -1.25942 1.74323 -0.160 0.081 -0.135 0.2275
H 1.65048 0.96380 0.70687 -0.101 -0.343 -0.033 0.2289
H 0.76238 0.79260 2.28659 0.031 -0.073 -0.198 0.2275
H -1.47679 0.96616 0.90255 0.263 0.362 0.084 0.2423
```
Positions in Å, forces in eV/Å.

The relative energy (zero: lowest compared OMol25 entry of this formula, charge and spin) comes out at 150.3 kJ/mol. As for the structure (SMILES): [H]/N=C1\OC[C@H]2C[C@@H]12. The value obtained for the max |F| is 0.0089 Eh/bohr. The calculation puts the orbital gap at 0.3969 hartree. As for the LUMO energy: 0.0356 Ha. Its HOMO energy is -0.361 Ha.